*P*
Entry from the OMol25 dataset: the molecule C3H2O4 (ωB97M-V with the def2-TZVPD basis set).

CARTESIAN COORDINATES (ANGSTROEM)
O (1.846, -0.343, 0.735)
C (0.719, -0.453, 1.319)
C (-0.515, -0.498, 0.406)
O (-1.647, -0.877, 0.692)
C (-0.238, 0.353, -0.790)
O (0.172, -0.118, -1.901)
O (-0.395, 1.600, -0.402)
H (0.340, -0.681, 2.487)
H (0.048, 2.175, -1.101)

Results
- Charge: 0
- SMILES string: O=CC(=O)C(=O)O
- Spin multiplicity: 1
- Kohn-Sham gap: 8.81 eV

***

*Q*
Entry from the OMol25 dataset: a 2-piece molecular cluster, C3H2O4 overall (ωB97M-V with the def2-TZVPD basis set).

CARTESIAN COORDINATES (ANGSTROEM)
O (-1.111, -0.004, 1.746)
C (-0.427, -0.930, 1.419)
C (0.247, -1.145, 0.090)
O (-0.158, -0.395, -0.769)
H (-0.226, -1.689, 2.226)
H (1.065, -1.961, -0.067)
O (-0.857, 2.451, -1.486)
C (0.286, 2.094, -1.493)
O (1.180, 1.581, -1.667)

Results
- Charge: 0
- SMILES string: O=CC=O.O=C=O
- Spin multiplicity: 1
- Kohn-Sham gap: 9.19 eV

***

On energetic grounds, *Q* is preferred over the next structure by 2.9 kcal/mol.

***

*P*
Entry from the OMol25 dataset: a 2-piece molecular cluster, C7H16N3O overall (ωB97M-V with the def2-TZVPD basis set).

CARTESIAN COORDINATES (ANGSTROEM)
C (-1.900, 1.915, 1.573)
C (-0.483, 1.483, 1.912)
C (-2.061, 1.994, 0.098)
C (-0.271, 0.169, 1.163)
C (-1.782, 0.665, -0.695)
C (1.922, -3.140, -0.788)
C (2.664, -1.753, -0.940)
N (0.441, -0.060, -2.228)
N (-0.427, 0.215, -0.266)
N (0.476, -0.057, -1.033)
O (2.098, -0.731, -0.231)
H (-2.584, 1.262, 1.965)
H (-2.115, 2.945, 2.023)
H (0.186, 2.321, 1.761)
H (-0.249, 1.229, 2.897)
H (-2.955, 2.392, -0.357)
H (-1.242, 2.635, -0.168)
H (0.764, -0.150, 1.442)
H (-0.826, -0.562, 1.849)
H (-2.529, -0.051, -0.691)
H (-1.817, 0.888, -1.812)
H (1.279, -3.158, -1.719)
H (2.544, -4.046, -0.779)
H (1.149, -3.077, 0.133)
H (2.792, -1.383, -1.960)
H (3.671, -1.810, -0.339)
H (1.256, -0.134, -2.812)

Results
- Charge: +1
- Spin multiplicity: 1
- Kohn-Sham gap: 8.01 eV

***

*Q*
Entry from the OMol25 dataset: an isolated ion of composition C7H16N3O and charge +1 (ωB97M-V with the def2-TZVPD basis set).

CARTESIAN COORDINATES (ANGSTROEM)
C (-1.140, 3.617, 0.580)
C (-0.342, 2.794, -0.426)
C (-0.402, 1.287, -0.152)
C (0.599, 0.826, 0.920)
N (1.571, -0.203, 0.489)
C (1.128, -1.410, 0.018)
N (0.854, -2.435, 0.835)
C (-0.381, -3.230, 0.562)
O (-1.009, -2.711, -0.565)
C (-0.183, -2.524, -1.669)
N (0.951, -1.645, -1.281)
H (-0.662, 3.642, 1.562)
H (-2.135, 3.191, 0.710)
H (-1.258, 4.643, 0.237)
H (0.699, 3.127, -0.463)
H (-0.755, 2.975, -1.420)
H (-0.228, 0.754, -1.089)
H (-1.414, 1.024, 0.159)
H (0.070, 0.453, 1.801)
H (1.208, 1.662, 1.256)
H (2.556, -0.035, 0.604)
H (0.974, -2.169, 1.806)
H (-1.059, -3.086, 1.399)
H (-0.131, -4.288, 0.470)
H (0.190, -3.461, -2.091)
H (-0.761, -1.997, -2.422)
H (1.059, -0.800, -1.829)

Results
- Charge: +1
- SMILES string: CCCCNC1=[NH+]COCN1
- Spin multiplicity: 1
- Kohn-Sham gap: 10.00 eV

***

On energetic grounds, *Q* is preferred over the next structure by 153.3 kcal/mol.

***

*P*
Entry from the OMol25 dataset: the molecule C2H3NP2 (ωB97M-V with the def2-TZVPD basis set).

CARTESIAN COORDINATES (ANGSTROEM)
C (-2.291, 0.231, 0.585)
C (-0.165, -0.378, -0.529)
N (-1.346, 0.019, -0.104)
P (1.136, -0.951, 0.500)
P (2.409, 0.401, -0.292)
H (-3.058, 0.765, 1.028)
H (-0.073, 0.216, -1.459)
H (3.387, -0.302, 0.270)

Results
- Charge: 0
- Spin multiplicity: 1
- Kohn-Sham gap: 6.92 eV

***

*Q*
Entry from the OMol25 dataset: the molecule C2H3NP2 (ωB97M-V with the def2-TZVPD basis set).

CARTESIAN COORDINATES (ANGSTROEM)
C (-1.108, -0.945, -0.113)
C (2.026, 0.296, -1.373)
N (-0.232, -1.377, 0.555)
P (1.172, 0.702, -0.062)
P (-0.897, 0.788, -1.008)
H (-2.102, -1.286, -0.297)
H (2.986, -0.066, -1.579)
H (-1.450, 1.863, -0.149)

Results
- Charge: 0
- Spin multiplicity: 1
- Kohn-Sham gap (spin up / spin down): 7.98 / 6.78 eV

***

*R*
Entry from the OMol25 dataset: a 2-piece molecular cluster, C2H3NP2 overall (ωB97M-V with the def2-TZVPD basis set).

CARTESIAN COORDINATES (ANGSTROEM)
C (-1.633, -1.335, 0.057)
P (-0.138, -0.492, -0.111)
P (-1.129, -1.002, 1.751)
H (-2.384, -1.942, -0.498)
H (-1.951, 0.010, 1.933)
C (2.420, 1.590, -1.019)
N (2.708, 1.631, -2.105)
H (2.109, 1.542, -0.008)

Results
- Charge: 0
- SMILES string: C1=P#[PH]1.C#N
- Spin multiplicity: 1
- Kohn-Sham gap: 8.14 eV

***

On energetic grounds, *R* is preferred over the next structure by 27.2 kcal/mol.

***

*P*
Entry from the OMol25 dataset: a 4-piece molecular cluster, C11H21N overall (ωB97M-V with the def2-TZVPD basis set).

CARTESIAN COORDINATES (ANGSTROEM)
C (-3.686, -0.498, -0.409)
C (-2.161, -0.766, -0.754)
C (-1.156, 0.286, -0.076)
C (-1.438, 1.806, -0.017)
C (-0.121, 2.148, 0.650)
C (0.759, 0.963, 0.485)
C (2.287, 1.349, -0.120)
C (2.684, 0.186, -1.139)
C (2.313, -1.101, -0.382)
C (0.755, -1.186, -0.094)
C (0.539, -2.022, 1.227)
H (-4.021, 0.286, -1.598)
H (-4.357, -2.015, -0.206)
H (-3.428, 0.258, 0.899)
H (-1.596, -1.787, -0.236)
H (-1.849, -0.572, -1.913)
H (-1.264, 0.161, 1.027)
H (-2.187, 2.055, 0.791)
H (-1.527, 2.340, -1.109)
H (-0.467, 2.331, 1.693)
H (0.183, 3.237, 0.303)
H (1.197, 0.294, 1.367)
H (2.087, 2.420, -0.627)
H (3.103, 1.229, 0.700)
H (3.755, 0.185, -1.334)
H (2.149, 0.168, -2.103)
H (2.786, -1.118, 0.515)
H (2.689, -1.992, -0.959)
H (0.087, -1.856, -0.827)
H (1.611, -2.708, 1.358)
H (0.485, -1.310, 2.119)
H (-0.390, -2.896, 1.071)
N (0.178, 0.123, -0.304)

Results
- Charge: 0
- Spin multiplicity: 1
- Kohn-Sham gap: 8.22 eV

***

*Q*
Entry from the OMol25 dataset: C11H21N as an isolated structure (ωB97M-V with the def2-TZVPD basis set).

CARTESIAN COORDINATES (ANGSTROEM)
C (-3.747, -0.663, -0.622)
C (-2.152, -0.746, -0.659)
C (-1.339, 0.107, 0.173)
C (-1.684, 1.576, 0.010)
C (-0.292, 2.027, 0.923)
C (0.905, 1.184, 0.340)
C (2.050, 1.500, -0.661)
C (2.960, 0.117, -0.975)
C (2.426, -1.104, -0.198)
C (0.887, -1.387, -0.109)
C (0.760, -1.906, 1.293)
H (-4.254, 0.161, -1.172)
H (-4.195, -1.873, -0.914)
H (-3.755, -0.311, 0.633)
H (-1.953, -1.884, -0.561)
H (-2.026, -0.139, -1.620)
H (-1.490, -0.187, 1.152)
H (-2.501, 1.854, 0.722)
H (-1.777, 2.054, -1.034)
H (-0.452, 1.836, 2.102)
H (-0.032, 3.180, 0.771)
H (1.357, 0.950, 1.284)
H (1.580, 1.824, -1.649)
H (2.893, 2.044, -0.095)
H (4.092, 0.376, -0.632)
H (2.942, 0.057, -2.132)
H (2.912, -0.915, 0.946)
H (2.948, -1.854, -0.664)
H (0.661, -2.044, -1.142)
H (0.870, -3.106, 1.168)
H (1.821, -1.351, 1.836)
H (-0.477, -1.356, 1.791)
N (0.060, -0.021, -0.308)

Results
- Charge: 0
- Spin multiplicity: 1
- Kohn-Sham gap: 9.52 eV

***

On energetic grounds, *Q* is preferred over the next structure by 55.7 kcal/mol.

***

*P*
Entry from the OMol25 dataset: a 2-piece molecular cluster, C2H6N4O overall (ωB97M-V with the def2-TZVPD basis set).

CARTESIAN COORDINATES (ANGSTROEM)
C (-0.779, 0.974, 0.248)
C (1.102, -1.469, -0.922)
N (3.873, 1.204, 0.556)
N (2.839, 0.802, 0.320)
N (-0.962, 0.943, -0.971)
N (1.704, 0.524, 0.095)
O (1.135, -0.760, 0.301)
H (-0.340, 1.660, 0.992)
H (-1.031, -0.016, 0.644)
H (0.673, -2.477, -0.641)
H (2.192, -1.497, -1.246)
H (0.438, -1.038, -1.673)
H (-0.886, 1.854, -1.439)

Results
- Charge: 0
- Spin multiplicity: 1
- Kohn-Sham gap: 9.81 eV

***

*Q*
Entry from the OMol25 dataset: the molecule C2H6N4O (ωB97M-V with the def2-TZVPD basis set).

CARTESIAN COORDINATES (ANGSTROEM)
N (-0.088, -2.020, 0.049)
C (0.175, -0.672, -0.103)
C (1.180, 0.212, 0.015)
O (2.533, 0.200, 0.132)
N (0.354, 1.335, -0.358)
N (-0.755, 0.363, -0.475)
N (-1.893, 0.536, 0.291)
H (-1.029, -2.239, -0.248)
H (0.598, -2.617, -0.394)
H (2.897, 0.876, -0.451)
H (0.205, 2.031, 0.375)
H (-1.708, 0.730, 1.278)
H (-2.470, 1.266, -0.111)

Results
- Charge: 0
- SMILES string: Nc1c(O)[nH]n1N
- Spin multiplicity: 1
- Kohn-Sham gap: 8.25 eV

***

*R*
Entry from the OMol25 dataset: the molecule C2H6N4O (ωB97M-V with the def2-TZVPD basis set).

CARTESIAN COORDINATES (ANGSTROEM)
N (2.747, -0.509, 0.042)
N (2.081, 0.575, -0.364)
C (0.768, 0.549, -0.191)
N (-0.066, -0.379, 0.310)
C (-1.393, -0.177, 0.088)
N (-1.889, 1.074, 0.110)
O (-2.230, -1.096, -0.271)
H (2.047, -0.971, 0.765)
H (3.596, -0.208, 0.731)
H (0.186, 1.342, -0.382)
H (0.334, -1.368, 0.093)
H (-3.031, 0.857, -0.151)
H (-1.658, 1.559, 1.040)

Results
- Charge: 0
- SMILES string: N/N=C\NC(N)=O
- Spin multiplicity: 1
- Kohn-Sham gap: 9.26 eV

***

On energetic grounds, *R* is preferred over the next structure by 20.1 kcal/mol.

***

*P*
Entry from the OMol25 dataset: C2H2F3NO2 as an isolated structure (ωB97M-V with the def2-TZVPD basis set).

CARTESIAN COORDINATES (ANGSTROEM)
C (-1.449, -1.356, -0.088)
C (-3.145, -1.907, 0.705)
N (-0.144, 0.338, -0.845)
O (-0.626, -2.226, -0.030)
O (-1.372, -0.142, -0.383)
F (-3.237, -1.316, 1.857)
F (-3.243, -3.198, 0.896)
F (-4.220, -1.547, -0.110)
H (0.311, 0.707, -0.043)
H (0.433, -0.317, -1.450)

Results
- Charge: 0
- Spin multiplicity: 1
- Kohn-Sham gap: 11.32 eV

***

*Q*
Entry from the OMol25 dataset: a 2-piece molecular cluster, C2H2F3NO2 overall (ωB97M-V with the def2-TZVPD basis set).

CARTESIAN COORDINATES (ANGSTROEM)
O (2.477, 1.880, -1.389)
C (3.222, 0.996, -0.889)
F (2.962, -0.256, -1.244)
F (2.859, 0.886, 0.436)
F (4.534, 1.210, -1.014)
H (1.536, 1.607, -1.314)
N (-0.985, -1.336, 0.753)
C (-0.808, -0.277, 0.228)
O (-0.450, 0.656, -0.377)
H (-1.245, -1.679, 1.593)

Results
- Charge: 0
- SMILES string: OC(F)(F)F.N=C=O
- Spin multiplicity: 1
- Kohn-Sham gap: 12.15 eV

***

On energetic grounds, *Q* is preferred over the next structure by 72.1 kcal/mol.